Record 1
The following is a quantum chemistry calculation of a molecular structure, C5H6O2, from the Open Molecules 2025 dataset.

XYZ file:
```
13
Properties=species:S:1:pos:R:3
C 0.653 0.741 1.205
O 0.487 -0.959 1.226
C 0.159 -1.308 -0.105
C -1.104 -0.722 -0.676
O -1.462 0.361 0.180
C -0.157 0.945 -0.008
C 0.216 -0.109 -1.041
H 1.665 1.212 1.057
H 0.177 1.265 2.066
H 0.561 -2.232 -0.552
H -1.888 -1.181 -1.274
H -0.141 2.025 -0.179
H 0.844 -0.034 -1.923
```

## Properties
relative energy (zero: lowest compared OMol25 entry of this formula, charge and spin) = 92.0 kcal/mol
total charge = 0
molecular weight = 98.101 Da
LUMO energy = 1.0 eV
multiplicity = 1

Record 2
The following is a quantum chemistry calculation of a molecular structure, C5H6O2, from the Open Molecules 2025 dataset.

XYZ file:
```
13
Properties=species:S:1:pos:R:3
O 1.102 -1.291 1.037
C 0.388 -0.386 0.319
C -1.119 -0.521 0.689
O -1.196 -1.731 -0.132
C 0.088 -1.604 -0.471
C 0.300 1.940 -0.535
C 1.001 0.881 -0.147
H -1.810 0.229 0.313
H -1.305 -0.799 1.725
H 0.457 -2.369 -1.166
H -0.786 1.965 -0.482
H 0.792 2.817 -0.940
H 2.087 0.868 -0.211
```

## Properties
relative energy (zero: lowest compared OMol25 entry of this formula, charge and spin) = 93.6 kcal/mol
total charge = 0
molecular weight = 98.101 Da
LUMO energy = 0.9 eV
multiplicity = 1

Record 3
The following is a quantum chemistry calculation of a molecular structure, C5H6O2, from the Open Molecules 2025 dataset.

XYZ file:
```
13
Properties=species:S:1:pos:R:3
C -1.623 -0.692 0.068
O -0.972 0.014 1.105
C 0.297 0.459 0.852
C 1.411 -0.183 0.120
O 0.927 -0.948 -0.994
C 0.434 0.143 -1.634
C 0.774 1.057 -0.483
H -2.684 -0.702 0.309
H -1.224 -1.708 -0.029
H 0.651 1.037 1.705
H 2.422 -0.381 0.459
H -1.487 -0.189 -0.908
H 1.075 2.093 -0.569
```

## Properties
relative energy (zero: lowest compared OMol25 entry of this formula, charge and spin) = 125.2 kcal/mol
total charge = 0
molecular weight = 98.101 Da
LUMO energy = 0.7 eV
multiplicity = 1